[1]
Entry from OMol25: C48H118AsF6N6O5 as an isolated structure (wB97M-V/def2-TZVPD).

Properties
- total energy (a.u.) = -5436.7884
- multiplicity = 2
- HOMO-LUMO gap (alpha / beta) (eV) = 8.31 / 1.52
- expectation value of S² = 0.7540
- net charge = +6

Structure (XYZ):
```
184
C48H118AsF6N6O5 | OMol25 | wB97M-V/def2-TZVPD
As -7.0038 4.6955 -22.9473
F -6.8831 6.3913 -23.1956
F -7.0666 4.8528 -21.2009
F -7.0280 2.8790 -22.8108
F -7.0663 4.5108 -24.6820
F -5.2255 4.6465 -22.8903
F -8.8149 4.8458 -22.9486
C -2.1363 6.9755 -25.9797
C -2.7569 7.8022 -27.1273
N -4.2601 8.2513 -26.9599
C -4.2726 9.4336 -25.9831
C -4.9233 8.4988 -28.3507
C -4.1388 9.5225 -29.2714
C -5.1480 7.1877 -26.2813
C -6.7315 7.3432 -26.3171
O -7.0436 8.6390 -25.7301
C -8.3611 8.8933 -25.1748
H -2.6094 5.9935 -25.9823
H -2.0734 7.4595 -25.0051
H -1.0908 6.8700 -26.2693
H -2.6905 7.1596 -28.0052
H -2.0369 8.5846 -27.3668
H -3.5257 10.1280 -26.3681
H -3.9637 9.1004 -24.9923
H -5.1849 10.0005 -25.7979
H -5.9646 8.7915 -28.2161
H -4.8850 7.5052 -28.7973
H -4.4736 9.6081 -30.3051
H -3.0707 9.3072 -29.2405
H -4.2848 10.5572 -28.9613
H -4.7396 7.1165 -25.2732
H -5.0873 6.2601 -26.8503
H -7.2701 6.5365 -25.8199
H -7.0720 7.3422 -27.3526
H -8.4562 9.8037 -24.5831
H -8.4190 8.1621 -24.3685
H -9.1964 8.9026 -25.8750
C -3.8180 2.2671 -20.7478
C -2.3349 2.5526 -20.9021
N -1.8724 4.0004 -20.5867
C -2.7934 5.0764 -21.1813
C -1.8481 4.1522 -19.0882
C -1.8717 5.5777 -18.5179
C -0.4166 4.2224 -21.0979
C 0.0080 3.8050 -22.5353
O -0.7560 4.3520 -23.5494
C -0.4315 3.9043 -24.8315
H -4.1920 2.4423 -19.7391
H -3.9633 1.2143 -20.9898
H -4.2281 2.8796 -21.5509
H -2.0050 2.3451 -21.9200
H -1.7827 1.9422 -20.1875
H -2.2944 6.0398 -21.0771
H -3.8119 5.0791 -20.7931
H -2.8931 4.8368 -22.2400
H -1.0196 3.5618 -18.6972
H -2.8299 3.7309 -18.8721
H -0.8155 5.8270 -18.6200
H -2.0340 5.5114 -17.4421
H -2.4842 6.3582 -18.9693
H 0.1296 3.6168 -20.3747
H -0.1553 5.2578 -20.8793
H -0.0322 2.7170 -22.5887
H 0.9933 4.2468 -22.6839
H 0.6570 3.9563 -24.8087
H -0.8149 4.5000 -25.6599
H -0.7287 2.8643 -24.9669
C -10.4325 3.8707 -18.6165
C -10.6128 3.7616 -20.1723
N -12.1328 3.8748 -20.6354
C -12.0684 3.8995 -22.1719
C -12.8169 2.5793 -20.1734
C -14.3320 2.2078 -20.5536
C -12.9003 5.1508 -20.0083
C -12.1045 6.4774 -20.2439
O -11.9735 6.8204 -21.5851
C -11.0451 7.8729 -21.8101
H -9.4104 3.9522 -18.2466
H -10.9244 3.1551 -17.9577
H -10.8462 4.8187 -18.2725
H -10.1240 2.8042 -20.3526
H -10.0613 4.5201 -20.7278
H -11.8715 2.9167 -22.6003
H -11.3249 4.6383 -22.4712
H -13.0904 4.1919 -22.4128
H -12.7542 2.7379 -19.0969
H -12.1732 1.7713 -20.5210
H -15.0534 2.9603 -20.2351
H -14.6848 1.2609 -20.1450
H -14.3773 2.0891 -21.6361
H -12.9250 4.8336 -18.9657
H -13.9468 5.1456 -20.3130
H -11.1039 6.2765 -19.8610
H -12.4592 7.3982 -19.7809
H -11.2146 8.2459 -22.8202
H -10.1262 7.3496 -21.5460
H -11.0326 8.7161 -21.1195
C -9.3622 0.2252 -24.3657
C -8.7477 -0.1237 -25.7211
N -9.0340 0.7224 -26.9721
C -8.5443 2.1807 -26.7466
C -8.1532 0.2862 -28.2139
C -8.2525 -1.2733 -28.5192
C -10.5294 0.7400 -27.1829
C -11.1002 1.2883 -28.5388
O -10.6584 2.6439 -28.8282
C -11.2811 3.2119 -29.9287
H -10.3322 0.7211 -24.4000
H -8.7990 1.0010 -23.8470
H -9.4018 -0.6562 -23.7256
H -9.0932 -1.1200 -25.9968
H -7.7264 -0.4863 -25.8375
H -9.1402 2.7094 -26.0027
H -8.6238 2.6926 -27.7056
H -7.5320 2.3000 -26.3605
H -7.1216 0.6201 -28.1022
H -8.6302 0.8514 -29.0146
H -8.0026 -1.3277 -29.5788
H -9.3287 -1.4252 -28.4370
H -7.6161 -1.9362 -27.9329
H -10.8476 1.3741 -26.3554
H -10.9802 -0.2498 -27.1109
H -12.1659 1.1177 -28.6913
H -10.7016 0.6468 -29.3247
H -10.7155 4.0820 -30.2621
H -12.3023 3.3692 -29.5816
H -11.2814 2.4789 -30.7354
C -7.9634 7.3152 -19.2336
C -7.4123 8.2757 -20.3190
N -6.0999 9.0488 -19.9259
C -4.8688 7.9756 -19.8857
C -5.8161 10.1888 -20.9907
C -5.9205 9.8498 -22.5349
C -6.2048 9.8626 -18.6427
C -4.8659 10.5582 -18.1827
O -4.8643 11.7650 -18.8262
C -3.9529 12.8269 -18.2268
H -8.9208 6.8410 -19.4495
H -8.0385 7.7460 -18.2352
H -7.3452 6.4422 -19.0245
H -8.0613 9.0942 -20.6302
H -7.0710 7.7248 -21.1954
H -4.9838 7.2006 -20.6435
H -4.9109 7.5594 -18.8791
H -4.0152 8.6406 -20.0167
H -4.8089 10.5625 -20.8066
H -6.5773 10.9301 -20.7472
H -5.5768 10.6437 -23.1980
H -6.9435 9.6035 -22.8193
H -5.2946 9.0032 -22.8170
H -6.3541 9.1269 -17.8524
H -7.0557 10.5389 -18.7237
H -3.9591 9.9566 -18.2449
H -4.9739 10.7597 -17.1170
H -4.1211 12.9718 -17.1596
H -4.2172 13.7520 -18.7390
H -2.9676 12.6940 -18.6737
C -8.2087 0.5076 -21.1720
C -8.3872 0.2915 -19.6868
C -7.3635 -0.6600 -19.1827
N -7.7500 -1.5597 -17.9489
C -8.0034 -0.6464 -16.7816
C -6.7935 -2.7207 -17.8485
C -7.1093 -3.7580 -18.9174
C -8.5803 -3.6737 -18.8990
C -9.0028 -2.3652 -18.2946
H -8.5383 -0.4058 -21.6671
H -7.2060 0.8194 -21.4645
H -8.8034 1.3343 -21.5605
H -9.4378 0.0788 -19.4889
H -8.3678 1.1755 -19.0495
H -6.3976 -0.2011 -18.9716
H -7.1127 -1.3433 -19.9941
H -7.0544 -0.2201 -16.4566
H -8.2836 -1.1938 -15.8816
H -8.7475 0.1429 -16.8892
H -6.8438 -3.1497 -16.8477
H -5.7971 -2.2878 -17.9378
H -6.7903 -4.7772 -18.6992
H -6.6944 -3.4558 -19.8790
H -8.9606 -4.4865 -18.2802
H -8.9890 -3.8765 -19.8889
H -9.4933 -2.6072 -17.3517
H -9.8313 -1.9069 -18.8344
```

---

[2]
Entry from OMol25: a 2-piece molecular cluster, CH4O3 overall (wB97M-V/def2-TZVPD).

Properties
- energy above the lowest of the compared OMol25 structures with the same formula, charge and spin (kcal/mol) = 115.1
- total energy (a.u.) = -266.0526
- HOMO-LUMO gap (eV) = 10.86
- net charge = 0

Structure (XYZ):
```
8
CH4O3 | OMol25 | wB97M-V/def2-TZVPD
C -0.4225 0.3493 -0.2884
O -1.3902 -0.5592 0.0017
O 1.7348 -0.4592 -0.2231
O 0.7207 0.2889 0.4628
H -0.2481 0.3824 -1.3611
H -0.9197 1.7815 0.0333
H -1.4845 -0.6538 0.9590
H 2.0095 -1.1299 0.4159
```

---

[3]
Entry from OMol25: C7H9N3 as an isolated structure (wB97M-V/def2-TZVPD).

Properties
- energy above the lowest of the compared OMol25 structures with the same formula, charge and spin (kcal/mol) = 105.8
- total energy (a.u.) = -436.2477
- HOMO-LUMO gap (eV) = 7.69
- net charge = 0

Structure (XYZ):
```
19
C7H9N3 | OMol25 | wB97M-V/def2-TZVPD
C 1.4423 1.3702 -0.4065
C 1.9213 0.1587 -0.0874
C 0.1861 -0.6640 0.1109
C -1.8672 -1.1201 0.4363
C -1.8712 0.1776 0.1082
C 3.1886 -0.6427 -0.1616
C -2.8208 1.2193 -0.2099
N 0.1077 1.5486 -0.3574
N -0.5645 0.4155 -0.1543
N -0.5905 -1.6644 0.4546
H 2.1407 2.0736 -0.8483
H -2.8128 -1.7272 0.7696
H 3.8614 -0.5499 -1.0019
H 3.8855 -0.5492 0.6353
H 3.0147 -1.6915 -0.1530
H -3.6230 0.8350 -0.8785
H -2.3218 2.0969 -0.6255
H -3.2701 1.5199 0.7578
H -0.2040 -2.5375 0.4763
```

---

[4]
Entry from OMol25: C37H49BrGeN6O7Si3Ti as an isolated structure (wB97M-V/def2-TZVPD).

Properties
- energy above the lowest of the compared OMol25 structures with the same formula, charge and spin (kcal/mol) = 30.1
- total energy (a.u.) = -8663.5141
- multiplicity = 4
- HOMO-LUMO gap (alpha / beta) (eV) = 5.53 / 7.22
- expectation value of S² = 3.8078
- net charge = -1

Structure (XYZ):
```
105
C37H49BrGeN6O7Si3Ti | OMol25 | wB97M-V/def2-TZVPD
Ti -0.4583 -0.2815 0.8314
O -0.8245 2.2874 -2.1974
C -0.9661 1.8552 -1.0535
N 0.2297 1.3485 -0.2980
C 0.6973 2.4768 0.5279
O 1.4586 3.2831 0.0455
C 0.1742 2.7447 1.9218
C 0.4463 3.9928 2.4750
C -0.0533 4.2607 3.7382
C -0.7900 3.2818 4.3910
C -0.9880 2.0640 3.7597
N -0.5037 1.8086 2.5530
C -2.1712 1.8200 -0.2996
C -3.2699 2.6686 -0.5975
C -4.2912 2.7555 0.2974
C -4.2483 1.9868 1.4879
C -3.2033 1.1160 1.6622
N -2.2068 0.9846 0.7775
H 1.0245 4.7110 1.9143
H 0.1325 5.2175 4.2076
H -1.1976 3.4465 5.3785
H -1.5156 1.2502 4.2447
H -3.2354 3.2555 -1.5033
H -5.1239 3.4213 0.1106
H -5.0357 2.0304 2.2251
H -3.1546 0.4681 2.5264
O 2.1818 -2.4779 -1.9926
C 1.8787 -3.7135 -1.5416
C 2.4674 -4.7976 -2.1908
C 2.1874 -6.0868 -1.7795
C 1.3167 -6.3052 -0.7198
C 0.7372 -5.2218 -0.0815
C 1.0040 -3.9126 -0.4739
C 0.3397 -2.7789 0.2809
O 0.4995 -1.4928 -0.3050
N -1.0753 -3.0731 0.3755
N -1.8153 -1.8446 0.5058
C -2.9291 -2.1417 1.2184
C -4.2113 -1.6530 0.9777
Br -4.5826 -0.9927 -0.7872
C -5.2764 -1.6617 1.8499
C -5.2257 -1.9325 3.2754
C -6.4282 -2.2241 3.9410
C -6.4597 -2.4744 5.2996
C -5.2890 -2.4376 6.0468
C -4.0916 -2.1355 5.4128
C -4.0546 -1.8840 4.0517
H 1.6455 -1.8427 -1.4555
H 3.1350 -4.5977 -3.0171
H 2.6478 -6.9239 -2.2889
H 1.0923 -7.3104 -0.3898
H 0.0618 -5.3799 0.7497
H 0.7563 -2.7370 1.3009
H -1.3779 -3.4755 -0.5116
H -2.8328 -2.9111 1.9809
H -6.2552 -1.4412 1.4427
H -7.3473 -2.2508 3.3678
H -7.4040 -2.7005 5.7791
H -5.3102 -2.6437 7.1093
H -3.1701 -2.0928 5.9790
H -3.1053 -1.6473 3.5912
C 3.8393 -1.3765 0.4477
Si 3.6889 0.2925 -0.3806
C 5.0249 0.3121 -1.7233
C 4.1062 1.5628 0.9439
Ge 1.7821 1.0269 -1.6824
Si 0.7397 -0.0498 -3.6071
C 0.0468 1.2100 -4.8256
C -0.6508 -1.2462 -3.2030
C 2.0882 -0.9068 -4.6141
Si 2.5610 3.1059 -2.6450
C 1.2450 4.3819 -3.0314
C 3.4090 2.5934 -4.2681
C 3.9084 3.9966 -1.6698
H 4.8336 -1.3629 0.9081
H 3.7976 -2.2121 -0.2477
H 3.1016 -1.5108 1.2345
H 5.9953 0.1019 -1.2674
H 5.1066 1.2598 -2.2502
H 4.8279 -0.4658 -2.4633
H 5.1951 1.6125 1.0279
H 3.6952 1.2267 1.8960
H 3.7339 2.5632 0.7511
H -0.9186 1.5931 -4.5084
H -0.0669 0.6848 -5.7792
H 0.7046 2.0590 -4.9956
H -1.2259 -1.0002 -2.3082
H -0.2638 -2.2570 -3.0674
H -1.3401 -1.2467 -4.0511
H 2.6527 -0.1594 -5.1733
H 1.5956 -1.5559 -5.3425
H 2.7764 -1.5091 -4.0326
H 0.3797 3.9509 -3.5276
H 1.6873 5.1512 -3.6715
H 0.8932 4.8528 -2.1140
H 2.7200 2.5836 -5.1119
H 3.8680 1.6073 -4.2177
H 4.2026 3.3082 -4.4967
H 3.5321 4.3924 -0.7301
H 4.2550 4.8347 -2.2811
H 4.7704 3.3693 -1.4511
O 1.3900 -0.5241 3.9950
N 0.7492 -0.2867 2.9806
O -0.3955 -0.9981 2.6510
O 1.3233 -0.0231 1.7754
```

---

no.,largest force on an atom (eV/Å)
1,3.33
2,4.63
3,7.24
4,1.64